[1]
Here is C5H8Cl2N2 in the gas phase in a non-equilibrium geometry from the Open Molecules 2025 dataset. Energies are from wB97M-V/def2-TZVPD.

```
17
C5H8Cl2N2 | the Open Molecules 2025 dataset | wB97M-V/def2-TZVPD
C -0.31544 -0.19853 0.11136
H -1.23288 -0.67555 -0.10952
C 0.69044 -1.43198 0.19213
C -0.76700 0.75796 -2.15612
H -0.28151 1.25749 -2.95546
Cl 0.01552 -2.77044 -0.80376
H 1.25346 -2.78066 1.76715
H -1.12609 -0.24162 -2.54220
H 0.06448 -1.63236 2.18930
C 1.84719 -0.89260 -0.63459
N 1.48752 0.05331 -1.39954
Cl 3.26785 -1.75408 -0.71335
H 1.89077 -1.16385 1.96374
H -0.29763 0.26779 1.11334
C 0.94786 -1.79794 1.65304
H -1.46635 1.47148 -1.71073
N 0.25686 0.52447 -1.06291
```

Results
**Relative energy (zero: lowest compared OMol25 entry of this formula, charge and spin)**: 178.9 kJ/mol
**Maximum force**: 3.8 eV/A
**Kohn-Sham gap**: 9.14 eV
**SMILES**: CN1C[C@@](C)(Cl)C(Cl)=N1
**Charge**: 0
**HOMO energy**: -8.37 eV
**LUMO level**: 0.028 Eh

=====

[2]
Here is a gas-phase ion, C5H8Cl2N3 (charge +1) in a non-equilibrium geometry from the Open Molecules 2025 dataset. Energies are from wB97M-V/def2-TZVPD.

```
18
C5H8Cl2N3 | the Open Molecules 2025 dataset | wB97M-V/def2-TZVPD
C -2.23796 0.30856 -0.56961
H 2.04050 0.07822 -0.37518
H -0.34417 -0.23595 -1.90817
N -1.05758 0.90851 -0.32752
C 0.17175 0.40607 -1.16520
H 2.98258 -1.69987 1.05217
H -0.35121 1.86908 1.43495
C -0.86139 2.07633 0.47536
H 0.53037 1.33558 -1.67406
Cl -3.46343 0.78593 0.47236
N 2.11670 -2.07362 0.80754
C 0.00514 -2.38433 -0.13257
N 1.14086 -0.27875 -0.38750
Cl -1.58183 -2.01839 -0.08273
C 1.03669 -1.58614 0.07545
H -1.80887 2.47312 0.86505
H 2.00184 -2.86683 1.45871
H -0.31997 2.90245 -0.01905
```

Results
**Relative energy (zero: lowest compared OMol25 entry of this formula, charge and spin)**: 563.8 kJ/mol
**Maximum force**: 4.8 eV/A
**Kohn-Sham gap (alpha / beta)**: 6.95 / 6.05 eV
**Charge**: +1
**HOMO energy (alpha / beta)**: -12.83 / -12.59 eV
**LUMO level (alpha / beta)**: -0.216 / -0.241 Eh

=====

[3]
Here is C5H8Cl2N3P in the gas phase in a non-equilibrium geometry from the Open Molecules 2025 dataset. Energies are from wB97M-V/def2-TZVPD.

```
19
C5H8Cl2N3P | the Open Molecules 2025 dataset | wB97M-V/def2-TZVPD
P -3.43741 -0.64757 -0.30198
H 0.64476 2.46985 1.84408
Cl -4.44175 -0.88365 1.33890
H -1.18791 -1.78118 -2.11539
C 1.19456 -0.61348 -0.58702
H -0.01454 -2.70381 -1.30660
H 2.27401 1.00809 0.41283
H -1.13544 2.23381 1.52894
H -1.42654 -2.63922 -0.55779
H 1.91658 -1.38366 -0.76768
C -0.14583 2.35282 1.00159
C 1.41895 0.51690 0.11041
N -0.19028 -0.90192 -0.46916
C -0.78998 -2.07877 -1.09446
N -2.08579 0.38410 0.36096
C -0.84668 0.13463 0.09973
Cl -4.42571 0.97710 -1.18634
N 0.12696 1.03716 0.47759
H -0.06148 3.06348 0.17158
```

Results
**Relative energy (zero: lowest compared OMol25 entry of this formula, charge and spin)**: 0.0 kJ/mol
**Maximum force**: 5.2 eV/A
**Kohn-Sham gap**: 8.62 eV
**SMILES**: Cn1ccn(C)c1=NP(Cl)Cl
**Charge**: 0
**HOMO energy**: -7.88 eV
**LUMO level**: 0.027 Eh

=====

[4]
Here is C5H8Cl2O in the gas phase in a non-equilibrium geometry from the Open Molecules 2025 dataset. Energies are from wB97M-V/def2-TZVPD.

```
16
C5H8Cl2O | the Open Molecules 2025 dataset | wB97M-V/def2-TZVPD
C 0.74085 0.77650 1.35635
H 0.77186 -1.91734 2.25374
H 1.48872 -1.24245 -1.22746
C 0.98402 -1.76926 1.03035
Cl 1.77440 1.07388 -1.47964
H 2.08846 -1.45623 1.07833
H 0.77130 -2.81003 0.54272
H -0.11349 -0.28902 -1.74640
Cl -2.01593 0.79806 -0.17039
H 2.06505 0.74651 1.25813
C 0.73987 -0.33431 -1.06249
C 0.42391 -0.52955 0.52759
H 0.35592 0.55423 2.38046
C -1.17394 -0.65708 0.55738
H 0.45113 1.71930 0.92150
O -1.75766 -1.50573 1.01680
```

Results
**Relative energy (zero: lowest compared OMol25 entry of this formula, charge and spin)**: 95.5 kJ/mol
**Maximum force**: 5.9 eV/A
**Kohn-Sham gap**: 11.05 eV
**SMILES**: CC(C)(CCl)C(=O)Cl
**Charge**: 0
**HOMO energy**: -10.40 eV
**LUMO level**: 0.024 Eh

=====

[5]
Here is 2 unconnected molecules or ions with the total composition C5H8ClF in a non-equilibrium geometry from the Open Molecules 2025 dataset. Energies are from wB97M-V/def2-TZVPD.

```
15
C5H8ClF | the Open Molecules 2025 dataset | wB97M-V/def2-TZVPD
C 0.34259 -1.16096 -1.71029
H 0.96484 -1.92605 -2.16398
H -0.68774 -1.51277 -1.68542
C 0.33617 -0.05857 0.56441
C 0.81074 -0.86553 -0.32730
H 0.38884 -0.26356 -2.32463
F -2.65669 0.79391 0.29566
H 0.24712 1.40562 2.08689
H 1.71219 0.41735 2.07769
H -1.32651 2.30765 0.12536
H -1.58963 1.19355 -1.36628
H 0.17487 -0.26552 2.65067
Cl 2.25756 -1.83101 0.16249
C -1.60569 1.36321 -0.30480
C 0.63133 0.40267 1.91954
```

Results
**Relative energy (zero: lowest compared OMol25 entry of this formula, charge and spin)**: 426.2 kJ/mol
**Maximum force**: 2.9 eV/A
**Kohn-Sham gap (alpha / beta)**: 8.81 / 8.61 eV
**Charge**: 0
**HOMO energy (alpha / beta)**: -8.56 / -8.71 eV
**LUMO level (alpha / beta)**: 0.009 / -0.003 Eh

=====

[6]
Here is C5H8ClF3NOP in the gas phase in a non-equilibrium geometry from the Open Molecules 2025 dataset. Energies are from wB97M-V/def2-TZVPD.

```
20
C5H8ClF3NOP | the Open Molecules 2025 dataset | wB97M-V/def2-TZVPD
N 2.38326 0.18106 1.34997
H 2.46791 0.44109 -0.82572
C -3.23245 -0.88027 0.24867
H -2.06233 1.04698 0.63156
H 1.16595 -2.14580 -1.05285
C 0.89266 -1.26979 -0.29993
F 0.45346 2.22946 -0.02778
F 0.92542 1.73855 -2.42263
C -0.03298 1.60051 -1.30028
F -1.32434 2.30956 -1.63534
C 2.27308 -0.42116 -0.05018
H 0.59957 -1.77835 0.73620
H 2.64347 1.19531 1.27077
H 1.41133 0.15206 1.77666
H -1.28616 -0.58291 1.43328
P -0.57170 -0.24468 -0.98243
H 3.17635 -1.18172 -0.14310
O -3.54824 -1.66924 -0.78251
C -1.80424 -0.10845 0.47852
Cl -4.53002 -0.61224 1.59711
```

Results
**Relative energy (zero: lowest compared OMol25 entry of this formula, charge and spin)**: 244.3 kJ/mol
**Maximum force**: 9.4 eV/A
**Kohn-Sham gap**: 9.28 eV
**SMILES**: NCCP(CC(=O)Cl)C(F)(F)F
**Charge**: 0
**HOMO energy**: -9.59 eV
**LUMO level**: -0.012 Eh

=====

[7]
Here is a gas-phase ion, C5H8ClFN3 (charge +1) in a non-equilibrium geometry from the Open Molecules 2025 dataset. Energies are from wB97M-V/def2-TZVPD.

```
18
C5H8ClFN3 | the Open Molecules 2025 dataset | wB97M-V/def2-TZVPD
N -2.30024 -0.77620 0.70389
Cl -0.95138 1.92456 -0.58468
N -0.29163 -0.08787 1.66379
C 0.50723 -0.26753 0.56276
H 1.99542 0.60182 -1.81211
N 1.52341 0.54913 0.25010
C -1.58580 -0.52226 1.71400
H 2.30999 -0.84054 -0.95848
C -1.93335 -0.61260 -0.62271
H 3.34393 0.69174 -0.77321
C 2.41478 0.22251 -0.90528
H -2.05497 -0.80222 2.73044
C -1.28827 0.39276 -1.23228
H 1.49366 1.51132 0.51465
H 0.36389 -1.15488 -0.08975
H -1.24777 0.30458 -2.36763
F -2.34363 -1.65192 -1.34415
H 0.04473 0.51761 2.55065
```

Results
**Relative energy (zero: lowest compared OMol25 entry of this formula, charge and spin)**: 4.2 kJ/mol
**Maximum force**: 4.2 eV/A
**Kohn-Sham gap**: 8.03 eV
**SMILES**: C/[NH+]=C/N/C=N\C(F)=C/Cl
**Charge**: +1
**HOMO energy**: -13.09 eV
**LUMO level**: -0.186 Eh

=====

[8]
Here is 2 unconnected molecules or ions with the total composition C5H8ClN in a non-equilibrium geometry from the Open Molecules 2025 dataset. Energies are from wB97M-V/def2-TZVPD.

```
15
C5H8ClN | the Open Molecules 2025 dataset | wB97M-V/def2-TZVPD
C -1.66883 -0.52537 -0.05920
C 0.02354 2.52545 0.27390
H 3.10788 -0.97362 -1.80606
C -1.19075 0.48267 1.08902
H -0.81682 -1.13082 -0.36520
H -1.95365 1.22335 1.28539
H -1.11702 -0.11630 2.02010
H -2.08136 -0.02560 -0.88636
N 0.03306 3.64997 -0.00226
Cl 1.54204 0.25282 0.44024
C 2.44478 -1.66662 -1.33413
H -2.38559 -1.27754 0.44125
C 0.01473 1.13117 0.64229
H 1.43502 -1.53838 -1.49956
H 2.61298 -2.01118 -0.23943
```

Results
**Relative energy (zero: lowest compared OMol25 entry of this formula, charge and spin)**: 405.4 kJ/mol
**Maximum force**: 3.5 eV/A
**Kohn-Sham gap (alpha / beta)**: 7.71 / 8.67 eV
**Charge**: 0
**HOMO energy (alpha / beta)**: -9.01 / -8.77 eV
**LUMO level (alpha / beta)**: -0.048 / -0.004 Eh

=====

[9]
Here is 2 unconnected molecules or ions with the total composition C5H8ClN3O in a non-equilibrium geometry from the Open Molecules 2025 dataset. Energies are from wB97M-V/def2-TZVPD.

```
18
C5H8ClN3O | the Open Molecules 2025 dataset | wB97M-V/def2-TZVPD
H -1.88255 -0.61788 -1.32436
H -0.87784 -1.69044 0.38787
H 0.77848 -3.37736 0.29281
C -1.75108 0.38604 -1.20354
C 1.15438 -2.35238 0.23378
H -0.47380 2.43043 -1.70372
C 0.21090 -1.43223 0.14027
Cl 1.85045 0.20359 3.29542
N 0.22467 1.81349 -1.22809
N -0.63193 1.14767 2.64937
O 1.76225 0.24981 0.04562
H -2.50251 0.89427 -0.49102
H 1.02407 2.21999 -0.87046
C -0.26201 0.68761 -0.74400
N 0.59496 -0.09295 -0.14979
H 2.20531 -2.19287 -0.11363
H -1.84073 0.98454 -2.15175
C 0.41697 0.73868 2.93522
```

Results
**Relative energy (zero: lowest compared OMol25 entry of this formula, charge and spin)**: 188.9 kJ/mol
**Maximum force**: 4.9 eV/A
**Kohn-Sham gap**: 8.11 eV
**Charge**: 0
**HOMO energy**: -7.32 eV
**LUMO level**: 0.029 Eh

=====

[10]
Here is C5H8ClN3O in the gas phase in a non-equilibrium geometry from the Open Molecules 2025 dataset. Energies are from wB97M-V/def2-TZVPD.

```
18
C5H8ClN3O | the Open Molecules 2025 dataset | wB97M-V/def2-TZVPD
N -0.56076 1.46620 -1.20128
C -1.06384 0.12447 -1.13900
N 0.44555 1.24009 2.07141
H 1.92222 -1.75844 -0.79627
H -2.34550 -1.27064 -0.11489
N 1.68788 -0.33496 0.62689
C 0.10869 -0.83084 -1.24487
C 1.21126 -0.99217 -0.51561
O 2.96841 -0.83135 1.02744
H -2.78967 0.41714 0.14691
H 0.05699 -1.47985 -2.10697
H -1.38370 -0.26146 0.97346
Cl -1.07949 2.51969 -0.01816
C 1.07024 0.40688 1.47650
H 3.53522 -0.07573 1.23747
H -0.17284 1.95373 1.58401
C -1.95318 -0.27001 0.04831
H -1.65748 -0.02275 -2.05533
```

Results
**Relative energy (zero: lowest compared OMol25 entry of this formula, charge and spin)**: 522.0 kJ/mol
**Maximum force**: 1.1 eV/A
**Kohn-Sham gap (alpha / beta)**: 8.87 / 5.54 eV
**Charge**: 0
**HOMO energy (alpha / beta)**: -8.70 / -6.51 eV
**LUMO level (alpha / beta)**: 0.006 / -0.036 Eh

=====

[11]
Here is C5H8ClN3S in the gas phase in a non-equilibrium geometry from the Open Molecules 2025 dataset. Energies are from wB97M-V/def2-TZVPD.

```
18
C5H8ClN3S | the Open Molecules 2025 dataset | wB97M-V/def2-TZVPD
C 1.01115 -1.78718 0.15619
S 1.29787 2.36504 -0.37096
H -3.76546 0.00189 1.00814
H 1.05631 -1.89496 1.24726
H 2.47689 1.86387 -0.36888
H 1.68311 -0.35153 -1.38089
H 1.55553 -2.63229 -0.21631
H -1.43186 0.82042 -2.12232
H 0.61213 0.99125 1.39306
Cl 3.25197 -0.22353 0.50582
C -0.83391 0.69638 0.09201
C -1.71351 0.69059 -1.02774
N -1.67498 0.38644 1.14155
N -2.88444 0.28227 -0.70677
H -0.03127 -1.82711 -0.09448
C 1.60877 -0.39048 -0.17930
N -2.81976 0.16394 0.62422
C 0.60145 0.84497 0.29940
```

Results
**Relative energy (zero: lowest compared OMol25 entry of this formula, charge and spin)**: 0.0 kJ/mol
**Maximum force**: 4.6 eV/A
**Kohn-Sham gap**: 9.97 eV
**SMILES**: C[C@H](Cl)[C@@H](S)c1cn[nH]n1
**Charge**: 0
**HOMO energy**: -9.11 eV
**LUMO level**: 0.031 Eh

=====

[12]
Here is a molecular structure, C5H8ClNO2 in a non-equilibrium geometry from the Open Molecules 2025 dataset. Energies are from wB97M-V/def2-TZVPD.

```
17
C5H8ClNO2 | the Open Molecules 2025 dataset | wB97M-V/def2-TZVPD
Cl -0.89375 2.24205 1.23540
H -0.20678 -2.26606 -0.06462
O 0.80118 1.81284 -1.97304
H 2.19843 -1.07390 -0.10196
O -0.81076 3.33101 -2.54052
H 0.18487 -2.14300 2.21675
H 0.11097 -2.29737 2.97928
C -0.00813 2.57471 -2.24288
H -0.06912 -1.39496 -1.58581
N 0.93734 0.39265 0.72726
H -1.95794 -0.81382 0.51950
C -0.36939 0.59209 0.97644
C -1.14340 -0.29522 0.01603
H 1.64283 0.97354 1.16356
H -1.57635 0.29134 -0.80099
C 1.21996 -0.65203 -0.02388
C -0.05995 -1.27387 -0.50050
```

Results
**Relative energy (zero: lowest compared OMol25 entry of this formula, charge and spin)**: 217.7 kJ/mol
**Maximum force**: 1.9 eV/A
**Kohn-Sham gap (alpha / beta)**: 7.28 / 7.12 eV
**Charge**: 0
**HOMO energy (alpha / beta)**: -6.67 / -6.55 eV
**LUMO level (alpha / beta)**: 0.022 / 0.021 Eh

=====

[13]
Here is C5H8ClNS in the gas phase in a non-equilibrium geometry from the Open Molecules 2025 dataset. Energies are from wB97M-V/def2-TZVPD.

```
16
C5H8ClNS | the Open Molecules 2025 dataset | wB97M-V/def2-TZVPD
C 1.47584 -0.05372 0.72068
H 0.76091 -2.57940 -0.09794
Cl 2.46633 -0.31824 -0.73995
H 0.79678 -2.55069 1.69670
H 2.09169 0.03169 1.60166
H -1.90105 1.51047 0.54946
H -0.43207 0.89527 -1.91164
S 0.67081 1.96320 0.64502
C 0.21445 -2.30852 0.72650
C -1.11616 1.57404 -1.43141
N -0.85498 -0.13988 0.25440
C -0.95228 1.23810 0.03391
H -0.70046 -2.85061 0.80722
C 0.21362 -0.76138 0.45333
H -2.04318 1.74433 -1.81815
H -0.69027 2.60536 -1.48978
```

Results
**Relative energy (zero: lowest compared OMol25 entry of this formula, charge and spin)**: 173.5 kJ/mol
**Maximum force**: 4.8 eV/A
**Kohn-Sham gap**: 9.28 eV
**SMILES**: CC1=N[C@H](C)S[C@@H]1Cl
**Charge**: 0
**HOMO energy**: -8.97 eV
**LUMO level**: 0.011 Eh

=====

[14]
Here is C5H8ClNS in the gas phase in a non-equilibrium geometry from the Open Molecules 2025 dataset. Energies are from wB97M-V/def2-TZVPD.

```
16
C5H8ClNS | the Open Molecules 2025 dataset | wB97M-V/def2-TZVPD
C -0.29929 1.14129 0.16839
C -0.66268 -1.01755 -0.20778
H 0.62119 0.95551 2.37693
H 1.15663 -1.00885 -1.52918
H -1.36308 1.02500 1.90265
C 0.23410 -0.49622 -1.30649
N 0.55548 0.99082 -0.97585
H 0.10322 1.68125 -1.70576
H -0.44930 -0.53349 -2.17057
C 0.10486 -0.32970 1.01878
C -0.28244 0.79996 1.70470
H -1.73455 -0.81422 -0.28052
H 2.29250 0.11324 0.41265
S 1.79605 -0.89106 1.19316
H -1.41901 1.19555 -0.15654
Cl -0.65368 -2.81152 -0.44458
```

Results
**Relative energy (zero: lowest compared OMol25 entry of this formula, charge and spin)**: 477.3 kJ/mol
**Maximum force**: 5.9 eV/A
**Kohn-Sham gap**: 8.58 eV
**SMILES**: S[C@@]12C[C@H]1NC[C@H]2Cl
**Charge**: 0
**HOMO energy**: -8.06 eV
**LUMO level**: 0.019 Eh

=====

[15]
Here is a molecular structure, C5H8CuMgO5 in a non-equilibrium geometry from the Open Molecules 2025 dataset. Energies are from wB97M-V/def2-TZVPD.

```
20
C5H8CuMgO5 | the Open Molecules 2025 dataset | wB97M-V/def2-TZVPD
O 0.11600 -0.99618 0.88395
O -0.23912 1.60686 -1.35193
H 0.55683 3.68768 0.30356
H -0.79959 3.20384 1.29620
O 0.59946 1.68955 1.03100
H 0.67368 -0.19228 -3.93748
C -0.05494 2.79480 0.57453
Cu 1.00466 0.21652 -0.18755
O -1.58540 -1.43540 2.22333
C -0.43116 1.14968 -2.71741
Mg -2.30149 -1.51146 4.04816
C -0.89515 -0.64744 1.53883
H -1.29616 0.47671 -2.67812
C -0.83652 2.48309 -0.64981
H -1.57230 0.26374 1.11673
H 1.65124 1.11385 -3.24497
O 1.19551 -0.44274 -1.94459
H -0.60931 2.02676 -3.34982
H -1.46451 3.22898 -1.15490
C 0.86024 0.37451 -3.00439
```

Results
**Relative energy (zero: lowest compared OMol25 entry of this formula, charge and spin)**: 112.9 kJ/mol
**Maximum force**: 4.5 eV/A
**Kohn-Sham gap (alpha / beta)**: 5.47 / 6.99 eV
**Charge**: +1
**HOMO energy (alpha / beta)**: -10.85 / -12.36 eV
**Multiplicity**: 3
**LUMO level (alpha / beta)**: -0.198 / -0.198 Eh